1.
Formula: C22H32O5
Source: the OMol25 dataset
Level of theory: ωB97M-V with the def2-TZVPD basis set

XYZ file:
```
59
Properties=species:S:1:pos:R:3:forces:R:3
C 2.5556 4.7003 -3.1154 0.0 0.0 0.0
H 2.5851 5.5138 -3.8377 0.0 0.1 0.1
O 2.5049 3.5099 -3.8682 -0.2 0.0 -0.1
C 2.6964 2.3378 -3.1232 0.0 -0.3 0.2
C 1.4898 1.9715 -2.2421 0.1 0.7 -0.2
H 1.3898 2.6926 -1.4238 -0.1 -0.1 -0.1
H 0.5781 1.9461 -2.8418 0.1 0.0 0.1
O 1.6439 0.6670 -1.6987 0.1 -0.3 -0.1
C 2.3948 0.5601 -0.5908 0.0 0.1 0.0
O 2.9327 1.4974 -0.0551 -0.1 0.0 0.0
C 2.5013 -0.8607 -0.1643 -0.7 -0.4 0.4
C 1.4746 -1.5904 0.3206 0.8 0.2 -0.3
C 0.1207 -1.1946 0.6109 -0.6 0.1 0.1
C -0.2692 0.1329 0.7887 0.0 -0.4 0.0
C -1.5743 0.4792 1.0780 -0.2 0.1 0.0
C -2.5254 -0.5557 1.1902 0.6 -0.3 -0.1
C -2.1669 -1.9070 1.0217 -0.2 0.0 0.0
C -0.8432 -2.1945 0.7477 0.3 0.4 -0.1
H -0.5209 -3.2127 0.6163 0.0 -0.2 0.0
C -3.2113 -3.0248 1.1219 0.0 -0.1 -0.1
C -4.1962 -2.8983 -0.0551 0.1 -0.1 0.1
H -4.9730 -3.6562 0.0273 -0.1 -0.1 0.0
H -4.6754 -1.9236 -0.1115 -0.1 0.1 0.0
H -3.6655 -3.0542 -0.9921 0.0 0.0 -0.1
C -2.5719 -4.4153 1.0110 -0.1 0.2 0.0
H -3.3518 -5.1709 1.0834 -0.1 0.0 0.0
H -2.0740 -4.5502 0.0543 0.1 0.0 -0.1
H -1.8592 -4.5837 1.8147 0.1 -0.1 0.1
C -3.9545 -2.9700 2.4814 0.1 0.0 0.0
H -4.0473 -3.9721 2.8939 -0.1 -0.1 0.0
H -4.9695 -2.5816 2.3929 -0.1 0.1 0.0
H -3.4061 -2.3736 3.2086 0.0 0.0 0.1
O -3.8026 -0.2024 1.4821 -0.3 -0.1 0.1
H -4.3316 -0.9936 1.6313 0.0 0.1 0.0
C -1.9824 1.9354 1.2786 -0.1 0.2 0.0
C -3.0492 2.3142 0.2413 0.0 -0.1 0.1
H -3.3069 3.3660 0.3429 0.0 0.2 0.0
H -2.6693 2.1462 -0.7647 0.0 0.0 -0.1
H -3.9509 1.7270 0.3752 -0.1 0.0 -0.1
C -0.8065 2.9014 1.1007 -0.2 -0.2 0.0
H -0.0161 2.7089 1.8224 0.1 0.0 0.0
H -0.3981 2.8383 0.0948 0.1 0.0 -0.1
H -1.1573 3.9199 1.2547 0.0 0.1 0.0
C -2.5284 2.1262 2.7004 0.0 0.0 -0.1
H -2.7798 3.1719 2.8624 0.0 0.2 0.0
H -3.4215 1.5318 2.8595 0.0 0.0 0.1
H -1.7774 1.8338 3.4316 0.1 0.0 0.1
H 0.4888 0.8926 0.7390 0.0 0.2 0.0
H 1.7130 -2.6302 0.5244 0.1 0.0 0.0
C 3.8197 -1.5273 -0.3121 0.2 0.0 0.0
O 3.9852 -2.6834 0.0088 0.1 0.0 0.0
C 4.9204 -0.6809 -0.8927 0.3 -0.3 0.1
H 5.0777 0.1933 -0.2642 0.0 0.1 0.0
H 5.8378 -1.2604 -0.9545 0.0 0.0 0.0
H 4.6358 -0.3372 -1.8862 0.0 0.1 -0.1
H 2.8507 1.5418 -3.8573 0.0 0.0 0.1
H 3.5900 2.4220 -2.4867 -0.1 0.0 -0.1
H 3.4548 4.7339 -2.4903 0.0 0.0 0.0
H 1.6741 4.8197 -2.4771 0.0 0.0 0.0
```
Positions in Å, forces in eV/Å.

Summary:
* highest occupied orbital energy: -8.3 eV
* net charge: 0
* ΔE to the lowest compared entry with this formula, charge and spin: 1.50 kcal per mole
* SMILES: COCCOC(=O)/C(=C\c1cc(C(C)(C)C)c(O)c(C(C)(C)C)c1)C(C)=O

2.
Formula: C8H14Sb
Source: the OMol25 dataset
Level of theory: ωB97M-V with the def2-TZVPD basis set

XYZ file:
```
23
Properties=species:S:1:pos:R:3:forces:R:3
C -2.1391 0.0329 2.5284 0.6 0.8 -1.0
C -1.7017 -0.1539 1.0319 1.2 -0.6 -0.5
C -2.5714 0.0809 -0.0978 0.9 -0.2 -0.5
C -2.1276 -0.0600 -1.4788 1.7 -0.4 1.4
C -0.7539 -0.4508 -1.7231 -0.8 0.4 2.0
C 0.1146 -0.6947 -0.5816 0.8 -0.8 0.6
C 1.6047 -1.0816 -0.7871 -1.9 -0.4 -0.2
Sb 2.7624 0.8592 -0.5694 -0.4 0.5 0.2
C -0.3189 -0.5608 0.8112 -2.2 0.6 -2.4
H -2.0694 -0.9118 3.1191 -0.3 0.7 -0.5
H -1.3935 0.7592 2.9600 -0.8 -0.7 -0.2
H -3.1372 0.5284 2.5848 0.6 -0.7 0.1
H -3.6210 0.4002 0.0765 0.8 -0.3 0.0
H -2.8037 0.1276 -2.3458 0.5 -0.1 1.0
H -0.3059 -0.5558 -2.7358 -0.6 0.1 0.9
H 1.7708 -1.5095 -1.8075 -0.1 0.4 0.7
H 1.9171 -1.8356 -0.0212 -0.1 0.7 -0.5
H 2.0602 1.3420 -2.1203 0.1 0.0 -0.3
H 4.1531 0.1222 -1.3502 0.2 -0.1 -0.1
H 3.2333 0.3023 1.0343 0.3 -0.1 0.3
H 1.3433 1.6044 0.1955 -0.1 0.0 0.1
H 3.5942 2.4096 -0.3734 0.2 -0.1 -0.1
H 0.3895 -0.7543 1.6501 -0.7 0.2 -0.8
```
Positions in Å, forces in eV/Å.

Summary:
* highest occupied orbital energy: -3.4 eV
* net charge: -1

3.
Formula: C18H28BF2N5O7S2
Source: the OMol25 dataset
Level of theory: ωB97M-V with the def2-TZVPD basis set

XYZ file:
```
63
Properties=species:S:1:pos:R:3:forces:R:3
C 4.5220 0.5117 1.4046 0.3 -0.1 0.1
C 4.6556 -0.4957 0.7742 0.1 0.2 -0.4
C 4.8178 -1.6078 -0.1551 -0.1 -0.4 0.5
C 3.5192 -2.4251 -0.3918 0.3 -0.2 0.1
C 2.2956 -1.7675 0.2165 -0.3 0.2 -0.2
N 1.0258 -2.2944 -0.3258 1.0 0.9 0.8
C -0.1356 -1.9589 0.2909 0.2 -0.6 -1.1
N -0.2448 -1.4372 1.4779 -0.3 0.0 0.6
C -1.5375 -1.1170 2.1233 0.0 -0.4 -0.3
C -2.3733 -0.0875 1.3992 -0.5 0.2 0.6
C -3.7871 -0.0450 1.9867 0.1 -0.5 -0.6
C -4.6178 1.0227 1.2955 0.2 0.4 0.7
O -4.6002 0.8641 -0.1068 0.0 -0.4 -0.1
C -3.8023 1.8210 -0.7777 0.1 0.3 0.2
N -1.2108 -2.2018 -0.5222 0.1 -0.7 0.1
B -2.2179 -3.2385 -0.1088 -1.0 0.3 0.5
O -3.5203 -2.8695 -0.0228 0.3 0.1 -0.3
O -1.8682 -4.5321 0.1559 0.5 0.3 -0.7
C -0.6523 -2.5750 -1.8381 1.1 -0.5 -0.4
C 0.8250 -2.1072 -1.7582 -1.6 0.8 -1.0
C 0.9810 -0.6704 -2.2352 -0.1 -0.2 0.5
C 0.1997 0.3906 -1.7907 0.6 -0.5 -0.3
C 0.5042 1.6158 -2.3120 -1.0 1.2 0.6
C 1.5205 1.8158 -3.2158 0.1 -0.3 -0.1
N 2.2542 0.8091 -3.6640 0.1 0.1 -0.1
C 1.9564 -0.3814 -3.1659 0.6 -0.7 -0.3
H 4.4347 1.4346 1.9205 -0.1 0.1 0.1
H 5.2348 -1.2481 -1.0889 -0.1 0.2 -0.2
H 5.5729 -2.2701 0.2608 0.1 -0.2 0.0
H 3.6420 -3.4015 0.0683 -0.1 -0.2 0.0
H 3.4165 -2.6137 -1.4555 -0.2 0.1 -0.2
H 2.2964 -0.6891 0.0648 0.1 0.2 0.0
H 2.3351 -1.9460 1.2857 -0.1 0.0 0.2
H 0.5981 -1.2440 1.9916 0.1 0.2 0.0
H -1.3161 -0.7830 3.1289 0.1 0.1 0.1
H -2.1187 -2.0349 2.2180 0.0 -0.2 0.1
H -2.4943 -0.3258 0.3513 0.3 0.1 -0.2
H -1.9436 0.8939 1.5152 0.5 0.4 -0.2
H -3.7734 0.0845 3.0665 -0.1 0.2 0.1
H -4.2502 -1.0143 1.7773 -0.1 -0.1 0.2
H -5.6353 0.9894 1.6785 -0.3 -0.1 -0.2
H -4.2302 2.0061 1.5692 0.1 0.2 0.0
H -3.5816 1.4603 -1.7762 -0.2 -0.1 -0.2
H -2.8504 1.9967 -0.2750 0.1 -0.1 0.1
H -4.3150 2.7809 -0.8264 -0.1 0.1 -0.1
H -3.6198 -1.9372 -0.2601 -0.3 0.0 0.0
H -2.3715 -5.1358 -0.4012 -0.2 -0.3 0.5
H -0.6081 -3.6552 -1.9895 -0.3 -0.2 0.3
H -1.2109 -2.1656 -2.6684 -0.1 0.4 0.0
H 1.4582 -2.6856 -2.4192 0.2 -0.6 0.4
H -0.5801 0.2749 -1.0637 -0.3 0.1 0.2
H -0.0726 2.4669 -1.9852 0.0 0.2 0.1
H 1.7260 2.8079 -3.5817 0.2 0.1 -0.1
H 2.5512 -1.2119 -3.5332 0.2 0.0 -0.1
N 0.7806 4.2068 1.9874 0.3 -0.2 -0.4
S 1.5423 5.6138 1.9679 0.0 1.1 0.4
O 1.6509 6.2038 0.6749 -0.1 -0.2 -0.1
O 2.6534 5.7054 2.8538 0.0 -0.2 0.0
F 0.4033 6.4510 2.6793 0.0 -0.3 0.0
S 1.5437 3.0426 1.2880 0.0 -0.5 -0.5
O 0.6899 1.9079 1.0542 -0.4 0.0 0.4
O 2.8598 2.7543 1.7607 -0.1 0.4 0.2
F 1.7885 3.5803 -0.1903 0.1 0.0 0.0
```
Positions in Å, forces in eV/Å.

Summary:
* highest occupied orbital energy: -9.0 eV
* net charge: 0